Formula: C32H48DyP2
Source: the OMol25 dataset
Level of theory: the ωB97M-V functional and the def2-TZVPD basis

Computed properties:
⟨S²⟩: 9.76
HOMO energy (spin up / spin down): -8.76 / -9.15 eV
E_tot: -2815.33654 a.u.
Largest force on an atom: 0.0912 Eh/bohr
HOMO-LUMO gap (spin up / spin down): 5.1 / 6.5 eV

ORCA input file:
```
! wB97M-V def2-TZVPD RIJCOSX def2/J DEFGRID3
* xyz 1 6
Dy 0.28298 -0.28704 -1.53400
C -0.68055 -2.28578 0.31758
C 0.68072 -2.46181 -0.09530
C 0.63051 -0.79040 1.47901
C -0.69707 -1.27566 1.29976
C 1.49062 -1.50603 0.60993
C -1.83133 -3.15892 0.00707
H -1.66933 -3.68900 -0.93105
H -2.72640 -2.54817 -0.09436
H -2.06697 -3.93714 0.76219
C -1.86802 -0.83454 2.07734
H -2.74333 -1.46300 1.87459
H -2.15449 0.19844 1.83036
H -1.69183 -0.88001 3.16540
C 1.04612 0.21252 2.46834
H 0.71100 -0.07235 3.47903
H 0.64173 1.21451 2.25400
H 2.13635 0.32327 2.57176
C 2.95952 -1.42281 0.65692
H 3.42646 -1.92395 1.52198
H 3.28157 -0.38193 0.71462
H 3.39773 -1.87297 -0.23200
C 1.20068 -3.61317 -0.86886
H 1.55034 -4.48173 -0.26944
H 2.05227 -3.30475 -1.49312
H 0.40493 -3.98677 -1.52675
C -1.94164 0.88100 -5.81089
C -2.12205 -0.46495 -5.88614
C -1.01476 -1.46275 -6.18198
C 0.47823 -1.14710 -5.85696
C 0.65429 -0.38760 -4.59046
C 0.73870 0.95147 -4.65712
C 0.41521 1.80772 -5.87654
C -0.87249 1.49430 -6.68431
H -1.09275 -1.72591 -7.23688
H 0.90599 -0.54762 -6.65913
H -1.23724 -2.39127 -5.62240
H -0.68063 0.73102 -7.42990
H -2.57348 1.61966 -5.29117
H -3.15205 -0.86598 -5.98638
H -1.23458 2.42808 -7.15111
H 0.33327 2.82967 -5.49033
H 1.41887 1.48440 -3.99180
H 1.26837 1.85896 -6.56672
H 1.03494 -2.11374 -5.82745
H 0.96814 -1.00633 -3.72858
P -2.13956 1.45716 -2.05852
P 1.57688 2.28662 -1.67254
C -1.14024 2.63103 -3.06620
C 0.10294 3.32875 -2.39116
H -1.87334 3.37024 -3.45869
H -0.79685 2.09502 -3.97288
H 0.51836 3.98019 -3.15608
H -0.22474 3.89906 -1.50658
C 2.20009 3.19021 -0.27150
H 3.05931 2.62357 0.06292
H 1.47902 3.30494 0.53132
H 2.55228 4.15379 -0.61006
C 3.19612 2.00005 -2.49130
H 3.47056 2.88625 -3.05189
H 3.16408 1.10316 -3.12028
H 3.91287 1.83649 -1.67538
C -3.85369 1.46023 -2.78318
H -4.46686 0.60655 -2.49049
H -3.89994 1.50257 -3.87984
H -4.38445 2.36130 -2.42700
C -1.73041 -0.28255 -2.80623
H -0.87813 -1.12037 -2.92523
H -1.70077 0.03782 -3.85238
H -2.63419 -0.90158 -2.71657
C -0.91089 1.53582 -0.48451
C -1.06237 2.13138 0.64637
C -1.39330 2.92422 1.78796
C -1.69565 4.30672 1.53820
C -2.07311 5.18261 2.56552
C -2.16285 4.70732 3.88897
C -1.91112 3.36946 4.17582
C -1.52983 2.47166 3.15993
H -1.58726 4.71773 0.54366
H -2.24942 6.23518 2.33314
H -2.38204 5.39286 4.71137
H -1.95623 3.01979 5.22828
H -1.28942 1.44229 3.42895
*
```

---

Formula: C32H48N3O3SSbSi3Sn
Source: the OMol25 dataset
Level of theory: the ωB97M-V functional and the def2-TZVPD basis

Computed properties:
HOMO energy: -12.56 eV
E_tot: -3359.00577 a.u.
Largest force on an atom: 0.0280 Eh/bohr
HOMO-LUMO gap: 6.3 eV

ORCA input file:
```
! wB97M-V def2-TZVPD RIJCOSX def2/J DEFGRID3
* xyz 2 1
Sn 1.04980 2.13572 1.00640
S 1.12850 4.14122 -0.48370
C -0.58270 4.32852 -0.20650
C -1.25110 5.52722 -0.46140
C -2.60570 5.58852 -0.22230
C -3.26800 4.45702 0.25150
C -2.52000 3.32662 0.49310
N -1.21300 3.25382 0.27950
H -0.69170 6.37492 -0.82120
H -3.15080 6.50392 -0.38890
H -4.32950 4.46582 0.44000
H -2.95810 2.41652 0.88100
C -5.18800 0.90052 0.07530
Si -4.36250 -0.74348 -0.42850
C -5.30810 -2.26388 0.22370
C -4.04720 -0.86148 -2.30470
Sb -2.00090 -1.26638 1.00390
Si -1.55000 -0.30328 3.51790
C -2.13690 1.50432 3.57420
C -2.71140 -1.50008 4.44360
C 0.28400 -0.48238 4.00960
Si -1.18570 -3.89358 0.85690
C -2.79750 -4.81498 1.27260
C -0.49750 -4.18198 -0.90500
C 0.08830 -4.17448 2.25620
H -6.24100 0.85642 -0.19730
H -4.75860 1.75052 -0.45020
H -5.14220 1.09522 1.14420
H -6.36330 -2.16868 -0.01290
H -5.22990 -2.37998 1.30040
H -4.96280 -3.18358 -0.23780
H -4.97730 -1.11478 -2.80750
H -3.32060 -1.62698 -2.56490
H -3.71460 0.08692 -2.71600
H -3.17750 1.61772 3.28130
H -1.53390 2.14142 2.92940
H -2.04360 1.89062 4.58610
H -3.71750 -1.48958 4.03220
H -2.79320 -1.21248 5.48720
H -2.35460 -2.52638 4.42160
H 0.96190 -0.12268 3.23320
H 0.55520 -1.50578 4.25580
H 0.47180 0.11772 4.89840
H -3.50040 -4.83428 0.44680
H -3.29580 -4.38068 2.13530
H -2.57810 -5.84868 1.52260
H -0.96300 -5.04748 -1.36660
H 0.57150 -4.37038 -0.87490
H -0.66580 -3.32958 -1.55830
H -0.33570 -4.81178 3.02710
H 0.41310 -3.25308 2.73200
H 0.97230 -4.68388 1.88300
O 2.81710 1.03402 -0.15710
C 3.68980 1.49362 0.65050
O 3.32280 2.03872 1.71740
C 5.12020 1.37702 0.34060
C 5.55740 1.00572 -0.92840
C 6.90870 0.93002 -1.20250
C 7.83180 1.21972 -0.20820
C 7.40330 1.59342 1.05700
C 6.05220 1.67202 1.33280
H 4.82410 0.81632 -1.69960
H 7.24520 0.65462 -2.19180
H 8.88720 1.16852 -0.42500
H 8.12220 1.82962 1.82590
H 5.69510 1.97242 2.30510
C 2.89570 -0.97798 -3.28620
N 2.13430 -1.06248 -2.07300
N 1.01020 -0.35098 -1.80880
C 0.55220 -0.71578 -0.58810
O -0.48470 -0.15188 -0.04120
C 1.39630 -1.70328 -0.09870
C 2.38610 -1.88438 -1.04780
C 3.53310 -2.81448 -1.03270
C 0.57660 0.77712 -2.54630
C -0.78290 0.92982 -2.78500
C -1.23820 2.06692 -3.42760
C -0.33950 3.03102 -3.85520
C 1.01650 2.86222 -3.63190
C 1.48330 1.74382 -2.96270
H 2.37160 -0.38058 -4.02980
H 3.06050 -1.98108 -3.68340
H 3.87050 -0.52318 -3.09180
H 1.33620 -2.15468 0.86760
H 3.57560 -3.33718 -0.08220
H 4.46920 -2.27858 -1.17680
H 3.44460 -3.55308 -1.82840
H -1.46870 0.16382 -2.46040
H -2.29520 2.20192 -3.60230
H -0.69770 3.91872 -4.35140
H 1.71620 3.61452 -3.95650
H 2.53040 1.64922 -2.72920
*
```

---

Formula: C32H48P2Y
Source: the OMol25 dataset
Level of theory: the ωB97M-V functional and the def2-TZVPD basis

Computed properties:
HOMO energy (spin up / spin down): -7.30 / -7.40 eV
E_tot: -1968.57184 a.u.
Largest force on an atom: 0.0671 Eh/bohr
HOMO-LUMO gap (spin up / spin down): 3.7 / 3.7 eV

ORCA input file:
```
! wB97M-V def2-TZVPD RIJCOSX def2/J DEFGRID3
* xyz 1 1
Y 0.04608 -1.22126 -2.63264
C -0.30466 -3.08288 1.75407
C 1.03936 -3.22560 1.32678
C 0.98078 -1.58960 2.94244
C -0.33432 -2.09504 2.77574
C 1.83184 -2.28518 2.03971
C -1.46550 -3.86813 1.28495
H -1.31062 -4.28672 0.28429
H -2.37746 -3.26087 1.24801
H -1.69982 -4.71632 1.94604
C -1.53232 -1.63597 3.49578
H -2.37653 -2.32180 3.35447
H -1.83101 -0.64208 3.13836
H -1.34124 -1.53879 4.57288
C 1.34225 -0.49836 3.86038
H 0.93763 -0.67760 4.86430
H 0.93346 0.45922 3.51053
H 2.42719 -0.40788 3.92887
C 3.29278 -2.10557 1.92111
H 3.83675 -2.56866 2.76091
H 3.55707 -1.03667 1.92115
H 3.67857 -2.55268 0.99532
C 1.53976 -4.20865 0.34510
H 1.86770 -5.14263 0.82495
H 2.41212 -3.82747 -0.19647
H 0.77517 -4.49306 -0.38680
C -1.09461 0.03096 -4.17817
C -1.49367 -1.32607 -4.20887
C -0.58590 -2.40053 -4.77547
C 0.98195 -2.14281 -5.01307
C 1.79807 -1.39412 -3.96182
C 1.68896 -0.03587 -3.67134
C 1.20030 1.02372 -4.67223
C -0.19427 0.63858 -5.24806
H -1.04845 -2.51784 -5.77376
H 1.07387 -1.69304 -6.01393
H -0.68306 -3.36543 -4.22527
H -0.09238 -0.07830 -6.09067
H -1.83914 0.73707 -3.76629
H -2.39765 -1.67920 -3.66947
H -0.70525 1.54848 -5.61726
H 1.19424 2.00332 -4.15060
H 2.15391 0.37603 -2.75369
H 1.90061 1.16553 -5.51842
H 1.46099 -3.13104 -5.09801
H 2.36433 -2.03751 -3.27817
P -1.94809 0.91344 -0.42503
P 1.72662 1.54276 0.00964
C -0.78085 1.85148 -1.50090
C 0.48444 2.55570 -0.92832
H -1.45826 2.61127 -1.91232
H -0.45970 1.22314 -2.36610
H 1.01561 3.02618 -1.77310
H 0.16153 3.35594 -0.24749
C 2.07820 2.57986 1.46071
H 2.99242 2.16442 1.91059
H 1.24218 2.54392 2.16538
H 2.26441 3.60580 1.11802
C 3.36053 1.80420 -0.81620
H 3.41408 2.76891 -1.32321
H 3.60472 1.00627 -1.51890
H 4.11808 1.79446 -0.02251
C -3.63398 1.42454 -0.75366
H -4.30361 0.71207 -0.25312
H -3.80157 1.39912 -1.83998
H -3.76971 2.42352 -0.34909
C -2.15562 -0.82228 -0.86972
H -1.50112 -1.48033 -0.27032
H -2.10956 -0.97152 -1.99552
H -3.17633 -1.16164 -0.65246
C -1.33663 0.89325 1.16857
C -1.09836 1.52035 2.21058
C -1.21082 2.39904 3.29453
C -1.38337 3.77452 3.02674
C -1.63733 4.65385 4.07763
C -1.72734 4.20193 5.39974
C -1.49962 2.84322 5.64978
C -1.25763 1.93413 4.62304
H -1.34851 4.09585 1.97671
H -1.79926 5.70011 3.84800
H -1.99561 4.89341 6.20527
H -1.54805 2.46708 6.66705
H -1.12982 0.86034 4.81032
*
```

---

Formula: C32H49BN7O8Pb2
Source: the OMol25 dataset
Level of theory: the ωB97M-V functional and the def2-TZVPD basis

Computed properties:
HOMO energy: -14.26 eV
E_tot: -2643.06277 a.u.
Largest force on an atom: 0.1676 Eh/bohr
HOMO-LUMO gap: 0.9 eV

ORCA input file:
```
! wB97M-V def2-TZVPD RIJCOSX def2/J DEFGRID3
* xyz 3 1
Pb -13.52555 2.49259 0.88289
Pb -11.04922 -2.72894 6.01481
O -5.56009 0.69243 3.10412
C -4.83982 1.25325 2.33948
O -3.53539 0.99978 2.08788
B -3.03504 1.98089 1.09065
O -4.17414 2.89120 0.76576
C -5.27276 2.38413 1.35661
O -6.41888 2.76492 1.22559
O -2.44001 1.35643 -0.15071
C -1.13328 1.60109 -0.10721
O -0.22745 1.13394 -0.84923
C -0.84571 2.52293 1.12265
O -1.98825 2.81439 1.62597
O 0.25045 2.91055 1.43065
C 0.76186 -6.73723 -5.28811
C 1.87570 -5.93130 -4.56179
C 2.95905 -5.65523 -5.53202
C 2.61392 -4.67183 -6.52039
N 2.32992 -3.90341 -7.35167
H 1.02546 -7.79173 -5.36955
H 0.53143 -6.29094 -6.25549
H -0.16355 -6.77934 -4.71370
H 2.14750 -6.37940 -3.60605
H 1.45981 -4.96934 -4.26216
H 3.36850 -6.54842 -6.00386
H 3.70572 -5.12506 -4.94082
C 8.48724 -4.27120 2.30003
C 7.36305 -3.40057 1.83011
C 7.13797 -3.51883 0.35802
C 8.33571 -3.20036 -0.41117
N 9.29137 -2.93317 -1.01551
H 9.38956 -3.85782 1.84941
H 8.34105 -5.35031 2.25275
H 8.66746 -3.87184 3.29809
H 7.69115 -2.37496 1.99919
H 6.44791 -3.59610 2.38904
H 6.40470 -2.85667 -0.10237
H 6.91086 -4.53460 0.03440
C 9.59546 2.29476 -6.76851
C 8.08070 2.10140 -6.68489
C 7.37422 3.14240 -5.81157
C 7.38896 4.44674 -6.39986
N 7.38881 5.53854 -6.91280
H 10.12647 1.34450 -6.82442
H 9.80460 2.71117 -5.78314
H 9.92398 3.00572 -7.52662
H 7.82917 1.08044 -6.39768
H 7.64363 1.99817 -7.67808
H 7.84339 3.02154 -4.83516
H 6.31115 2.92253 -5.71339
C -5.42276 8.86905 4.44461
C -6.90054 9.23414 4.29232
C -7.15259 10.69396 3.99101
C -7.69545 11.10703 2.63377
N -8.14207 11.42338 1.62417
H -5.38826 7.93023 4.99735
H -5.03338 9.67853 5.06204
H -4.76618 8.65907 3.60026
H -7.50880 9.05397 5.17868
H -7.28457 8.79308 3.37249
H -6.22925 11.25311 4.14237
H -7.86391 11.14862 4.68050
C -4.79965 -0.11965 -6.79470
C -6.14715 0.65402 -6.53583
C -6.25288 1.46900 -5.28657
C -7.55930 2.03725 -4.97403
N -8.60932 2.45989 -4.67566
H -4.46808 -0.76223 -5.97908
H -3.96570 0.54978 -7.00566
H -4.75903 -0.72818 -7.69811
H -6.95511 -0.05592 -6.71267
H -6.13099 1.36189 -7.36455
H -5.55362 2.30165 -5.36295
H -5.93702 0.87523 -4.42878
C 4.20208 0.87805 7.20964
C 3.01429 1.77834 7.65070
C 1.71878 1.15247 7.14206
C 1.34193 -0.17086 7.70575
N 1.06775 -1.24210 8.05025
H 4.37977 0.04253 7.88671
H 5.03914 1.57399 7.26521
H 4.15316 0.55964 6.16833
H 3.06245 2.80563 7.28952
H 3.04986 1.92743 8.72987
H 1.90535 0.91859 6.09393
H 0.89174 1.86084 7.09392
C -2.92669 -6.88107 2.08763
C -2.17041 -6.97017 3.42490
C -3.03953 -7.47393 4.55213
C -4.23570 -6.67365 4.66361
N -5.25001 -5.98755 4.69554
H -3.62076 -6.04786 1.97754
H -3.53665 -7.75428 1.85619
H -2.20666 -6.73311 1.28280
H -1.60966 -6.05422 3.61117
H -1.36173 -7.69952 3.37812
H -2.55607 -7.31846 5.51660
H -3.38560 -8.50546 4.48675
*
```

---

Formula: C32H49Br3O22
Source: the OMol25 dataset
Level of theory: the ωB97M-V functional and the def2-TZVPD basis

Computed properties:
HOMO energy: -9.06 eV
E_tot: -10626.19372 a.u.
Largest force on an atom: 0.0301 Eh/bohr
HOMO-LUMO gap: 8.7 eV

ORCA input file:
```
! wB97M-V def2-TZVPD RIJCOSX def2/J DEFGRID3
* xyz 0 1
C -0.36597 -4.27281 -2.51831
C -0.98157 -3.99829 -1.15903
C -1.23626 -5.20837 -0.25175
O -0.61695 -4.85367 0.98676
C -0.00608 -3.65632 0.86340
O 0.50202 -3.06696 1.76981
O -0.09264 -3.19279 -0.36896
H -0.13572 -3.31886 -2.99303
H -1.05069 -4.86318 -3.12130
H 0.60700 -4.75017 -2.38181
H -1.87796 -3.38104 -1.25640
H -0.73688 -6.06869 -0.69805
H -2.31076 -5.37261 -0.23527
C -1.60678 0.96583 -4.16906
C -2.47667 0.09455 -3.29354
C -3.88699 -0.09957 -3.84385
O -4.18812 -1.43943 -3.43488
C -3.02079 -2.12284 -3.31437
O -2.97665 -3.30418 -3.17778
O -2.00708 -1.25687 -3.35297
H -0.58483 1.02525 -3.79265
H -2.01790 1.97650 -4.14537
H -1.53182 0.64257 -5.20779
H -2.47033 0.42116 -2.25392
H -3.99983 -0.03987 -4.92509
H -4.54512 0.58487 -3.30683
C 5.32529 0.03451 -5.60578
C 5.20802 -0.93589 -4.45697
C 4.03969 -0.66150 -3.50500
O 3.28562 -1.89254 -3.55409
C 3.93230 -2.79823 -4.31135
O 3.62446 -3.95072 -4.36312
O 4.97822 -2.27319 -4.95443
H 6.26580 -0.03966 -6.15677
H 5.30006 1.06918 -5.26100
H 4.54209 -0.17394 -6.33535
H 6.12831 -1.09795 -3.89592
H 3.39861 0.18096 -3.75286
H 4.42281 -0.49155 -2.50178
C 0.01183 -2.27125 4.98790
C 0.35763 -1.01365 4.21734
C -0.61558 -0.72056 3.04089
O -1.01407 0.63086 3.28708
C -0.49781 1.07836 4.42672
O -0.65564 2.20129 4.83671
O 0.27086 0.17334 5.01507
H 0.03812 -3.12557 4.31575
H -0.95667 -2.18768 5.48370
H 0.74233 -2.42069 5.78595
H 1.35077 -1.06011 3.76960
H -1.49724 -1.35930 3.06830
H -0.06002 -0.82754 2.12025
C -6.94601 -0.40719 1.83497
C -6.04201 -0.81973 0.67223
C -5.16609 0.28487 0.11152
O -3.91540 -0.34129 -0.04792
C -3.86812 -1.51880 0.61468
O -2.91339 -2.19565 0.77538
O -5.10581 -1.81262 1.07690
H -7.71753 0.28892 1.50969
H -6.41320 0.00000 2.69400
H -7.43636 -1.31914 2.18007
H -6.69078 -1.23709 -0.10078
H -5.11424 1.08869 0.85177
H -5.53347 0.66053 -0.84054
C -1.32778 4.72939 2.15157
C -1.15338 3.71433 1.03435
C -2.19745 2.62207 0.98688
O -2.28373 2.35682 -0.42251
C -1.87964 3.44957 -1.09066
O -1.98947 3.60542 -2.26245
O -1.35064 4.34900 -0.23221
H -2.37775 4.94930 2.34363
H -0.83497 5.67016 1.90114
H -0.85555 4.37921 3.07034
H -0.14607 3.29467 1.07097
H -3.18466 2.98622 1.28993
H -1.95563 1.73822 1.57122
C 4.33378 4.10522 4.58804
C 2.90424 3.76417 4.24241
C 2.33110 4.46047 2.99214
O 1.97262 3.37418 2.13920
C 2.17708 2.20611 2.75897
O 1.86959 1.17658 2.23287
O 2.85049 2.37073 3.89645
H 4.60770 3.50414 5.45785
H 4.42532 5.15180 4.88126
H 5.05039 3.87972 3.79905
H 2.26205 3.99614 5.09177
H 2.97409 5.20087 2.52084
H 1.40381 4.96349 3.26844
C -0.40355 -0.46484 -0.57726
C 1.01218 -0.28797 -1.06021
O 1.24660 0.25607 -2.11068
C 2.10460 -0.80822 -0.17937
H -0.50000 -0.37101 0.50176
H -0.84711 -1.39743 -0.91424
H -0.93152 0.41818 -0.93875
H 2.99216 -0.18624 -0.25685
H 2.33731 -1.82036 -0.53279
H 1.87572 -0.97163 0.86970
C 6.53243 -0.16244 -0.21178
Br 5.53146 -1.82425 -0.45673
Br 5.36618 1.17988 0.61581
Br 7.21800 0.57734 -1.90379
H 7.39197 -0.31774 0.42293
*
```